DFT (ωB97M-V/def2-TZVPD) results for a 14-piece molecular cluster, C90H200N8O14 overall in a non-equilibrium geometry.

Structure (XYZ):
```
312
Properties=species:S:1:pos:R:3:forces:R:3
C -1.1332 -1.9152 -4.6327 -2.268 0.820 -0.478
C -1.2066 -0.5327 -5.3483 0.246 -0.646 0.362
C -2.5199 -0.4792 -6.1657 0.124 -0.679 1.784
O -1.1041 0.6251 -4.4977 -0.379 -1.011 0.879
H -1.2223 -2.6025 -5.4875 -0.168 -0.221 0.536
H -2.0349 -1.9955 -3.9566 0.785 -0.217 -0.701
H -0.2830 -2.2082 -4.0654 1.056 0.339 0.378
H -0.3286 -0.5195 -5.9768 0.206 0.242 -0.636
H -3.2960 -1.0059 -5.5584 0.398 0.225 -0.527
H -2.4107 -0.9917 -7.1126 -0.089 0.171 -0.284
H -2.8699 0.5369 -6.2198 0.050 0.457 -0.569
H -0.8742 0.3169 -3.5858 -0.234 0.536 -0.604
C 2.5591 2.8574 4.3154 -0.510 1.226 -2.754
C 2.4604 4.2830 3.6878 -1.157 -0.917 1.274
C 2.6112 4.1081 2.2259 -0.646 -0.338 -0.813
O 1.2256 4.9389 4.0009 0.117 -0.396 -0.241
H 3.5826 2.5869 4.1364 0.541 -0.679 0.244
H 1.8956 2.2511 3.6543 0.437 -0.072 0.779
H 2.2640 2.8102 5.3140 -0.356 -0.095 1.651
H 3.2023 4.9446 4.0883 0.608 0.277 0.284
H 2.6090 5.0685 1.7451 0.135 0.416 -0.533
H 1.7478 3.5222 1.8594 0.180 0.295 -0.008
H 3.4871 3.5302 1.9678 0.450 0.034 -0.096
H 0.4746 4.4276 3.6358 0.207 0.243 0.255
C 8.1042 0.3463 4.2291 1.698 -0.152 2.446
C 6.7091 0.8063 4.4188 -0.464 -1.488 -1.522
C 5.7922 -0.4344 4.4952 -1.270 2.102 0.247
O 6.5762 1.5834 5.5486 1.477 0.366 1.120
H 8.4552 -0.2374 5.1476 -0.480 0.764 -0.976
H 8.8045 1.1734 4.1086 0.020 -0.021 -0.124
H 8.1850 -0.3409 3.4269 0.027 -0.444 -1.022
H 6.4452 1.3964 3.5381 -0.209 0.068 -0.252
H 4.7819 0.0547 4.3503 0.519 -1.281 0.203
H 5.8786 -0.8149 5.5088 -0.130 -0.247 0.075
H 5.9813 -1.2130 3.7705 0.016 0.015 -0.287
H 5.6899 1.8708 5.6595 -1.261 0.339 0.059
C -2.3691 4.3591 -0.7765 -1.073 0.585 2.052
C -1.1868 5.2885 -0.7460 0.259 -1.057 -0.197
C -1.6206 6.7140 -0.7135 0.473 1.411 -0.533
O -0.5331 4.8917 0.4761 0.376 0.397 -0.080
H -2.1322 3.3456 -0.4978 0.407 -0.388 0.231
H -2.9066 4.2987 -1.6618 -0.698 0.153 -2.095
H -3.1338 4.7388 -0.0344 0.859 -0.489 -0.465
H -0.5475 5.0945 -1.6409 -0.026 0.105 0.760
H -2.4418 6.8677 -0.0295 -0.524 0.015 -0.084
H -1.7826 7.1388 -1.7158 -0.723 -0.541 0.136
H -0.8648 7.4267 -0.3950 0.671 -0.263 0.475
H -0.0069 5.6315 0.8055 0.036 -0.098 -0.021
C 4.3798 -0.1769 -7.3043 0.458 -0.498 1.077
C 3.4652 0.6167 -6.3989 -0.905 -0.140 0.013
C 3.7352 2.1085 -6.4877 1.161 0.342 -0.565
O 2.1169 0.2949 -6.8088 0.900 -0.499 -0.220
H 4.1453 -1.2447 -7.3542 0.019 0.083 0.541
H 5.4363 -0.0330 -7.0019 -0.508 -0.094 -0.351
H 4.1928 0.1548 -8.2861 0.166 0.684 -1.377
H 3.5942 0.3149 -5.3496 -0.008 -0.055 -0.121
H 3.9225 2.4852 -7.5150 -0.110 -0.535 0.293
H 4.6413 2.3578 -5.9098 -0.275 -0.082 -0.109
H 2.9310 2.7133 -6.1245 -0.651 0.210 0.515
H 1.4999 0.9222 -6.4357 -0.244 0.614 0.368
C -0.3878 -1.1971 7.1096 0.989 -0.441 -1.888
C -0.7268 -2.0736 8.2795 -1.913 -1.538 -0.851
C -1.9655 -1.5990 8.9990 -0.883 0.597 -0.592
O -1.0122 -3.5052 7.9329 1.882 1.369 0.586
H -1.1672 -1.2858 6.3308 -0.003 0.197 0.454
H 0.5409 -1.5543 6.5572 -0.841 0.503 0.903
H -0.2784 -0.1265 7.3658 -0.009 -0.587 0.053
H 0.0854 -2.2390 8.9096 1.439 0.260 1.270
H -2.7803 -1.4229 8.2364 0.700 -0.271 0.760
H -1.8785 -0.6752 9.5797 0.291 -0.067 -0.147
H -2.2628 -2.3972 9.6567 -0.340 -0.171 0.366
H -1.7760 -3.5374 7.3925 -1.343 0.218 -1.025
C 1.8841 -3.7817 3.8120 1.913 1.384 -1.396
C 2.1248 -5.0874 3.0265 -0.221 -1.908 1.002
C 1.8066 -4.9189 1.5350 -2.007 -0.135 0.459
C 2.8765 -4.3052 0.7096 0.537 0.728 -1.522
C 4.1864 -5.0866 0.7775 -0.821 0.649 -0.209
C 4.6022 -5.1295 2.2095 0.717 -0.290 1.956
N 3.4851 -5.6744 3.0695 0.605 0.654 -1.919
O 3.9813 -5.9010 4.3267 0.052 0.595 1.913
C 5.8385 -6.0802 2.3753 -1.674 1.067 -0.583
C 5.1503 -3.7628 2.6455 2.128 1.298 0.505
C 1.2184 -6.1863 3.7210 -0.329 1.476 -0.069
H 1.9864 -3.7790 4.8790 -0.276 -0.678 0.691
H 0.9909 -3.2244 3.5294 -0.326 -0.488 0.027
H 2.6980 -3.0915 3.5055 -0.348 -0.061 0.066
H 1.5111 -5.8503 1.0542 0.220 -0.552 0.346
H 0.8499 -4.3479 1.4898 0.608 0.054 -0.093
H 3.0646 -3.2985 1.0699 0.106 0.267 -0.134
H 2.5423 -4.2236 -0.3584 0.150 0.062 0.800
H 4.9763 -4.6363 0.1521 -0.325 -0.111 0.268
H 4.0051 -6.0844 0.4294 -0.013 -0.757 -0.276
H 6.2788 -5.9080 3.3396 0.363 -0.305 0.255
H 5.5070 -7.0882 2.2128 0.050 -0.600 0.144
H 6.4700 -5.7658 1.5644 0.801 -0.136 -0.186
H 6.0094 -3.5388 1.9340 -0.877 -0.167 0.775
H 4.5449 -2.8450 2.6344 -0.314 -0.572 -0.229
H 5.6657 -3.7369 3.6711 -0.868 -0.433 -1.237
H 1.6653 -6.4832 4.6933 -0.270 0.284 -0.650
H 1.0821 -7.0863 3.1025 -0.072 0.428 0.125
H 0.2646 -5.6177 3.9254 0.639 -1.199 -0.201
H 4.0490 -5.0491 4.8345 -0.080 -0.670 -0.683
C -2.7497 -6.3762 -1.6522 0.119 -0.300 0.340
C -1.2348 -6.3106 -1.8670 -1.060 1.432 0.588
C -0.5069 -7.3430 -1.0395 1.198 -0.426 1.115
C 0.9841 -7.3885 -1.4506 -0.395 0.670 -0.642
C 1.0212 -7.8298 -2.8933 0.747 -0.867 -0.535
C 0.2978 -6.9060 -3.8237 -0.721 1.162 -0.614
N -1.1041 -6.6944 -3.2362 1.421 -0.029 -3.446
O -1.6509 -5.6276 -4.0704 -0.388 -0.044 0.394
C 1.0376 -5.5531 -3.9406 0.630 -0.347 -0.483
C 0.1596 -7.5513 -5.2202 -1.683 -0.081 -0.938
C -0.7555 -4.8591 -1.4398 1.921 -1.049 0.479
H -3.2703 -5.7300 -2.3560 0.063 0.285 0.300
H -2.9692 -6.1495 -0.6196 -0.322 0.359 0.324
H -3.1125 -7.3778 -1.8394 0.022 -0.418 -0.088
H -0.5823 -7.0468 0.0162 -0.146 -0.079 -0.121
H -0.9391 -8.3514 -1.1294 -0.041 0.331 -0.133
H 1.6643 -8.0574 -0.9550 -0.225 -0.382 0.985
H 1.4335 -6.3798 -1.3617 -0.155 -0.558 0.069
H 0.5196 -8.8333 -2.9683 0.746 0.641 0.015
H 2.0834 -7.8648 -3.2468 -0.779 -0.409 0.187
H 0.4078 -4.7464 -4.2678 -0.388 0.088 -0.468
H 1.3540 -5.2559 -2.9678 0.545 0.264 0.735
H 1.9362 -5.5724 -4.6005 -0.650 -0.300 0.420
H -0.6924 -7.1259 -5.8504 0.938 -0.420 1.070
H 0.9891 -7.4955 -5.9134 0.730 0.561 0.385
H -0.0021 -8.6310 -5.1684 -0.361 0.030 0.347
H -1.3791 -4.4242 -0.6607 -0.277 -0.065 -0.178
H -0.6140 -4.1642 -2.2618 -0.427 0.011 -0.107
H 0.2790 -4.9608 -0.9623 -1.342 0.334 -0.546
H -2.2059 -6.0286 -4.7590 0.253 -0.292 0.615
C -3.2289 2.5177 4.9397 0.546 1.166 -0.541
C -3.6288 3.4835 3.7327 0.460 -1.130 -0.400
C -4.9841 4.1511 3.9038 0.653 1.741 1.316
C -4.9618 5.1787 5.0693 -0.130 -1.063 0.206
C -3.8927 6.2301 4.8333 1.245 -1.048 0.973
C -2.4715 5.5949 4.5835 -0.666 0.641 -0.116
N -2.6730 4.5877 3.5216 0.171 0.048 -0.209
O -1.3818 4.0520 3.1841 -0.380 -0.302 -0.361
C -1.6550 6.7421 3.9750 1.160 -1.024 -1.778
C -1.8004 5.0329 5.8603 -0.474 0.708 0.038
C -3.8329 2.6789 2.3936 0.352 -1.216 0.667
H -2.1341 2.2513 4.9175 -1.161 0.205 -0.203
H -3.8380 1.6314 4.9325 -0.187 -0.508 -0.171
H -3.4140 3.0307 5.8985 0.036 -0.407 -0.520
H -5.1593 4.7067 2.9873 -0.215 0.057 -0.248
H -5.8227 3.5092 4.0856 -0.160 -0.869 -0.115
H -4.8291 4.5853 6.0292 -0.120 0.985 -0.904
H -5.9531 5.6282 5.0749 -0.064 0.179 0.373
H -3.7818 6.9512 5.6610 -0.189 -0.265 -0.225
H -4.0968 6.7713 3.9342 -0.427 0.464 -0.578
H -2.0641 7.0503 2.9684 0.211 -0.346 1.052
H -1.6460 7.5799 4.6195 -0.169 0.984 0.782
H -0.5781 6.4764 3.8069 -0.933 0.059 0.211
H -1.3770 5.8183 6.5000 0.078 0.065 -0.450
H -2.5510 4.5639 6.4915 0.163 -0.226 -0.016
H -1.0120 4.3405 5.5831 0.041 -0.093 0.157
H -4.7380 2.0977 2.6237 0.153 -0.089 -0.361
H -3.0630 1.9027 2.1262 -0.355 0.950 0.451
H -4.0651 3.2593 1.4864 0.268 0.220 0.600
H -1.3692 4.1408 2.2137 0.172 0.091 0.182
C 5.9287 4.0939 -3.9130 -0.650 -0.457 -0.253
C 6.7813 5.0803 -3.1744 0.006 1.245 0.601
C 6.0603 6.4043 -3.0712 0.291 -0.007 -0.605
C 4.9645 6.4215 -2.0505 -0.731 0.461 0.017
C 5.5553 6.1019 -0.6592 0.119 1.403 -0.852
C 6.2709 4.7849 -0.6369 -0.340 -1.233 -0.922
N 7.2027 4.8072 -1.7785 1.272 -0.650 -0.413
O 7.9186 3.5456 -1.7565 -0.660 -0.105 -0.091
C 7.0811 4.5990 0.5967 0.161 1.654 2.234
C 5.3083 3.6064 -0.7512 -0.384 -0.894 -1.250
C 8.0471 5.3491 -3.9813 0.704 -0.497 -0.952
H 4.8154 4.2504 -3.7714 1.302 -0.336 -0.272
H 6.2596 3.1391 -3.5354 -0.362 -0.775 -0.202
H 6.2146 4.1614 -4.9790 -0.555 -0.135 0.386
H 6.8444 7.0854 -2.7960 0.161 0.914 0.159
H 5.7094 6.6517 -4.0789 -0.081 0.163 0.150
H 4.1964 5.6881 -2.3477 0.040 0.241 0.271
H 4.4941 7.4360 -2.1368 0.192 -0.842 0.599
H 4.8042 6.1490 0.1215 -0.076 0.014 0.210
H 6.3392 6.8709 -0.4915 -0.514 -0.205 0.268
H 7.8362 5.4097 0.7074 -0.128 -0.627 -0.387
H 6.4448 4.7898 1.5232 0.481 -0.742 -1.092
H 7.5519 3.6257 0.6019 0.070 -0.064 0.292
H 4.5140 3.5488 -0.0202 -0.136 0.382 0.370
H 4.8478 3.6342 -1.7465 -0.239 0.035 0.344
H 5.7989 2.6209 -0.7444 0.267 0.438 0.208
H 8.7680 5.9342 -3.4124 -0.022 0.055 0.111
H 7.8285 5.9054 -4.9198 -0.096 -0.276 0.628
H 8.5496 4.4170 -4.3235 -0.298 0.396 0.333
H 8.8111 3.7356 -2.0537 0.109 0.370 0.079
C -4.1619 0.3312 -0.1861 2.129 1.283 1.575
C -5.1771 -0.5357 -0.8322 -0.367 0.151 -1.344
C -4.4924 -1.8407 -1.3650 -1.525 0.502 0.815
C -5.4930 -2.9126 -1.7400 0.523 -1.275 -1.183
C -6.4643 -3.2149 -0.6401 -0.829 0.011 -0.380
C -7.1763 -1.9771 -0.0813 0.021 0.436 -0.543
N -6.1559 -0.9007 0.2160 -0.810 -0.753 -0.365
O -6.8252 0.2735 0.6541 -0.466 -0.009 -0.027
C -8.2785 -1.5256 -1.0794 -0.745 1.116 1.367
C -7.9036 -2.3518 1.2055 0.182 -1.222 0.458
C -5.7653 0.3552 -2.0124 0.285 -0.272 0.507
H -3.3680 0.6531 -0.8873 -0.422 -0.215 0.080
H -3.6081 -0.0533 0.7051 -0.507 -0.615 -0.703
H -4.5782 1.2340 0.2659 -0.375 0.072 -0.519
H -3.8164 -1.6680 -2.1608 0.510 0.676 -1.034
H -3.8607 -2.1810 -0.5718 0.328 -0.472 0.815
H -4.9581 -3.8749 -2.0148 -0.376 1.019 0.360
H -6.0522 -2.6854 -2.6522 0.105 0.420 -0.074
H -5.9074 -3.6879 0.1332 0.279 -0.431 0.902
H -7.2446 -3.9290 -1.0167 0.631 0.521 0.500
H -8.9970 -0.8664 -0.4870 0.613 -0.780 -1.019
H -7.9516 -0.9768 -1.9381 0.480 0.436 -0.329
H -8.8391 -2.3442 -1.5033 -0.254 -0.501 0.306
H -8.4170 -3.3289 1.0293 -0.223 0.901 -0.094
H -7.2132 -2.6525 2.0163 -0.064 0.708 -0.324
H -8.6018 -1.5676 1.5354 0.296 -0.450 0.009
H -4.9682 0.9463 -2.4978 -0.252 -0.410 0.250
H -6.5323 1.0726 -1.6862 0.353 -0.165 0.153
H -6.2355 -0.2641 -2.7505 -0.121 -0.327 -0.602
H -7.5190 0.5182 -0.0021 0.666 -0.331 0.323
C -2.3567 -4.8595 3.6689 1.198 2.048 -0.817
C -3.4642 -3.7429 3.7851 1.041 -1.174 1.347
C -4.3751 -3.7397 2.6122 -1.443 1.318 -1.846
C -5.2598 -4.9758 2.5189 0.117 0.857 -0.032
C -6.2122 -4.9679 3.6765 0.822 -0.770 1.616
C -5.2937 -5.0628 4.9401 -0.032 0.086 1.607
N -4.3339 -3.9183 4.9530 -0.376 0.467 -0.609
O -3.5346 -3.8577 6.1290 -0.217 -1.923 0.286
C -6.2048 -4.8261 6.2012 0.710 -0.548 -1.286
C -4.6430 -6.4752 5.0837 -1.420 -0.306 -0.586
C -2.7604 -2.3840 3.8503 0.036 0.652 -0.345
H -1.8586 -4.6061 2.6899 -0.145 -0.498 0.809
H -2.6383 -5.8845 3.6446 -0.591 -0.644 -0.133
H -1.5636 -4.7650 4.4478 -0.735 0.162 -0.396
H -5.0532 -2.8168 2.6942 0.932 -1.075 -0.171
H -3.7902 -3.5953 1.6718 -0.275 -0.141 0.619
H -4.6160 -5.8192 2.5296 0.577 -1.040 0.395
H -5.7240 -5.1060 1.5780 -0.805 0.432 -1.093
H -6.9428 -5.8182 3.6990 0.623 0.704 -0.053
H -6.7316 -4.0197 3.8344 -0.200 -0.063 -0.571
H -6.5666 -3.8087 6.1247 -0.432 0.092 0.038
H -6.9847 -5.5914 6.0787 -0.077 0.460 0.640
H -5.6584 -4.8988 7.1431 -0.122 -0.317 -0.102
H -4.3663 -6.9735 4.1281 -0.023 0.534 0.686
H -3.8002 -6.4907 5.7642 0.198 -0.145 0.132
H -5.4563 -7.0973 5.5133 0.672 0.094 -0.055
H -2.5647 -2.1271 2.7831 -0.038 0.227 0.741
H -1.7705 -2.4107 4.3553 -0.775 0.001 -0.059
H -3.4392 -1.6024 4.3033 0.802 -0.832 -0.474
H -3.3295 -4.8147 6.3417 0.008 1.341 -0.190
C -0.7819 -1.5916 0.2174 0.705 0.777 -0.975
C 0.2710 -0.3831 0.2599 -1.783 0.097 0.608
C 1.5436 -0.8901 0.8903 0.019 0.097 1.913
C 2.7521 0.0175 0.7202 -1.158 0.570 -1.443
C 2.9623 0.2421 -0.7905 0.785 -1.722 0.510
C 1.7846 0.8039 -1.5662 -1.343 -0.559 1.461
N 0.5094 -0.0237 -1.1552 1.073 0.306 0.445
O -0.7100 0.4435 -1.7102 0.406 0.390 -0.545
C 1.6321 2.3155 -1.3805 1.178 0.125 0.116
C 2.0566 0.4860 -2.9975 0.894 0.983 -0.534
C -0.3049 0.7732 1.1788 1.236 0.147 -0.120
H -0.2759 -2.3069 -0.4457 -0.224 -0.275 0.471
H -1.6480 -1.2659 -0.3734 0.045 -0.002 0.444
H -1.1272 -2.0532 1.1709 0.632 0.542 -0.495
H 1.2915 -0.9907 1.9878 0.342 -0.060 -0.909
H 1.7978 -1.8924 0.5525 -0.126 0.035 -0.305
H 3.6103 -0.4335 1.1229 1.275 -0.830 0.553
H 2.6812 0.9720 1.2440 -0.376 0.134 0.004
H 3.1681 -0.7478 -1.2935 -0.195 0.559 0.819
H 3.9227 0.7600 -0.9277 -0.559 0.523 -0.327
H 0.7915 2.6506 -1.9540 -0.585 0.518 -0.214
H 1.6105 2.6945 -0.3566 -0.522 -0.425 0.140
H 2.5369 2.8350 -1.7663 -0.501 -0.449 -0.216
H 2.1853 -0.5717 -3.2298 -0.299 0.040 0.191
H 1.3090 0.9598 -3.6175 -0.058 -0.041 -0.567
H 3.0408 0.9825 -3.1479 -0.520 -0.241 -0.562
H -0.8034 0.3364 2.0531 0.440 0.077 0.011
H -1.0518 1.4164 0.7479 -0.514 0.050 -0.681
H 0.5011 1.5064 1.4740 -0.676 -0.946 0.022
H -0.9335 1.3409 -1.3931 0.372 -0.237 0.174
C -1.8286 3.6497 -7.4826 -0.226 -0.063 -0.740
C -0.2946 3.7618 -7.5049 -0.904 0.394 -1.455
C 0.0166 5.0650 -8.2370 0.074 0.301 0.331
C -0.3006 6.2606 -7.3866 -0.485 1.352 -0.211
C 0.4278 6.1455 -6.0773 -1.701 0.415 1.050
C 0.2469 4.8168 -5.3278 -0.733 0.751 1.565
N 0.4390 3.7626 -6.2631 0.084 -1.736 -0.484
O 0.3805 2.4272 -5.7059 -0.877 0.729 0.703
C 1.3935 4.7180 -4.3209 0.553 0.682 0.757
C -1.1094 4.7328 -4.5542 0.909 0.110 1.946
C 0.2188 2.5788 -8.2983 0.514 0.145 -1.328
H -2.3936 4.4901 -7.0954 0.174 0.112 0.231
H -2.1142 2.7518 -6.9839 -0.443 -0.689 0.639
H -2.1855 3.5280 -8.5241 0.328 0.004 0.372
H 1.0742 5.0765 -8.4633 0.377 0.023 -0.331
H -0.5760 5.2121 -9.1267 0.016 -0.671 -0.616
H -1.3879 6.4317 -7.2829 0.284 -0.477 0.252
H -0.0087 7.1905 -7.9245 0.195 -0.493 0.351
H 0.1137 6.9398 -5.3660 0.373 -0.272 -0.396
H 1.4615 6.2254 -6.2660 1.328 0.319 -0.250
H 1.5260 3.6410 -4.1723 0.319 0.351 0.579
H 2.3102 5.1643 -4.7651 -0.392 -0.580 0.183
H 1.2448 5.3068 -3.3525 -0.148 -0.999 -1.157
H -1.9545 4.8373 -5.1869 -0.742 0.115 -0.490
H -1.2029 3.7619 -3.9864 0.161 0.753 -0.671
H -1.1690 5.5270 -3.7361 0.154 -0.803 -1.183
H 1.2954 2.4950 -8.1869 0.111 -0.130 0.170
H 0.0550 2.6704 -9.3853 -0.230 0.323 0.336
H -0.2439 1.6535 -8.0183 -0.144 -0.521 0.349
H -0.5235 2.1710 -5.3246 1.297 0.507 -0.541
```
Positions in Å, forces in eV/Å.

Results
LUMO ... 0.4 eV
DFT total energy ... -5040.087784 Ha
Net charge ... 0
Relative energy (zero: lowest compared OMol25 entry of this formula, charge and spin) ... 2.277 eV
Frontier orbital gap ... 8.8 eV

Results of the Mulliken charge analysis, in e, for atoms 1 through 8: atom 1 (C): -1.325, atom 2 (C): 1.579, atom 3 (C): -1.702, atom 4 (O): -0.673, atom 5 (H): 0.408, atom 6 (H): -0.340, atom 7 (H): 0.533, atom 8 (H): 0.001